Record 1
One molecule with the formula C3H5N3, computed with ωB97M-V with the def2-TZVPD basis set.

- Calculated total energy: -281.5138 Ha
- Energy above the lowest of the compared OMol25 structures with the same formula, charge and spin: 200.2 kJ/mol
- Orbital gap: 10.3 eV
- SMILES string: [H]/N=C/[C@@H]1N=C1N

Geometry as ORCA input:
```
! RIJCOSX wB97M-V def2-TZVPD def2/J DEFGRID3
* xyz 0 1
H -3.142 0.910 0.477
N -2.319 1.035 -0.113
C -1.449 0.143 0.135
C -0.208 0.067 -0.675
N 0.412 -1.333 -0.812
C 1.052 -0.441 -0.191
N 2.232 -0.177 0.390
H -1.571 -0.660 0.878
H -0.225 0.709 -1.557
H 2.852 -0.937 0.626
H 2.377 0.711 0.838
*
```



Record 2
One molecule with the formula C11H20N2O2 at a distorted geometry, computed with ωB97M-V with the def2-TZVPD basis set.

- Calculated total energy: -690.9690 Ha
- Energy above the lowest of the compared OMol25 structures with the same formula, charge and spin: 614.3 kJ/mol
- Orbital gap: 9.2 eV
- SMILES string: CO/N=C1\C(=N/OC)C(C)(C)CC1(C)C

Geometry as ORCA input:
```
! RIJCOSX wB97M-V def2-TZVPD def2/J DEFGRID3
* xyz 0 1
C 1.154 -1.646 -3.584
O 1.147 -1.040 -2.312
N -0.131 -0.457 -1.910
C -0.273 -0.008 -0.676
C 0.602 -0.070 0.527
N 1.532 -0.922 0.840
O 1.842 -2.052 -0.022
C 2.228 -3.189 0.723
C 0.198 1.011 1.479
C 0.392 0.554 2.951
C 1.035 2.258 1.268
C -1.284 1.274 1.084
C -1.531 0.767 -0.337
C -1.788 1.996 -1.253
C -2.720 -0.185 -0.439
H 2.187 -1.741 -3.892
H 0.628 -2.591 -3.675
H 0.683 -0.960 -4.278
H 1.397 -3.744 1.140
H 2.735 -3.899 0.067
H 2.897 -2.947 1.554
H -0.233 -0.340 3.114
H 1.440 0.316 3.109
H 0.099 1.281 3.718
H 0.755 3.036 1.981
H 2.104 2.049 1.442
H 0.947 2.649 0.266
H -1.589 2.297 1.248
H -1.909 0.648 1.738
H -2.795 2.332 -1.144
H -1.102 2.830 -1.077
H -1.624 1.754 -2.291
H -2.648 -0.848 0.408
H -3.681 0.337 -0.375
H -2.692 -0.752 -1.395
*
```